No. 1
10
Properties=species:S:1:pos:R:3:forces:R:3 method="wB97M-V/def2-TZVPD" smiles=N#CC(P)P homo_lumo_gap_ev=10.181 charge=0 relative_energy_kcal_mol=23.21 lumo_energy_ha=0.0091
H -0.237 -1.398 1.955 -0.7 1.0 -0.5
H -1.406 0.483 1.080 -0.2 -0.8 0.7
H 1.527 1.970 -0.402 -0.5 -0.5 -0.3
P 0.498 1.332 -1.207 0.6 0.7 0.0
P -0.155 0.029 1.602 0.8 -0.2 -1.6
C 0.418 -0.264 -0.310 -1.8 1.3 2.4
H -0.527 1.920 -0.445 -0.2 0.3 -0.1
N -1.037 -2.124 -1.274 -1.1 -1.2 -0.8
C -0.401 -1.261 -0.898 0.3 0.5 0.3
H 1.322 -0.688 -0.101 2.8 -0.9 -0.1


No. 2
17
Properties=species:S:1:pos:R:3:forces:R:3 method="wB97M-V/def2-TZVPD" smiles="NP(O)C1=C(F)C(=O)C=CC1=O" homo_lumo_gap_ev=7.323 charge=0 lumo_energy_ha=-0.0648
C -2.543 -0.555 0.096 -0.3 0.2 0.2
O 2.195 1.143 -1.511 0.0 -0.1 -0.1
N 2.757 -0.388 0.547 -0.5 0.3 0.6
H -3.537 -0.989 0.108 0.1 0.0 0.0
H 3.088 1.498 -1.620 -0.2 0.0 -0.2
H 2.162 -1.184 0.743 0.2 -0.2 -0.3
F 0.774 -1.523 -1.191 -0.2 0.1 0.1
H 3.261 -0.182 1.403 0.2 -0.1 -0.1
P 1.909 1.046 0.104 0.5 0.2 0.4
C -2.264 0.609 0.680 -0.2 -0.4 -0.2
C 0.192 0.386 0.016 0.1 -0.4 -0.4
H -3.030 1.185 1.185 0.1 0.1 0.0
O -0.670 2.242 1.179 0.0 0.1 0.0
C -0.132 -0.769 -0.578 0.2 0.3 0.0
C -0.890 1.171 0.661 -0.1 0.1 0.1
O -1.753 -2.358 -1.201 -0.1 -0.2 -0.1
C -1.517 -1.331 -0.619 0.2 0.0 0.0


No. 3
22
Properties=species:S:1:pos:R:3:forces:R:3 method="wB97M-V/def2-TZVPD" smiles="CO[P@](=O)(O)CC(C)C" homo_lumo_gap_ev=10.886 charge=0 relative_energy_kcal_mol=0.00 lumo_energy_ha=0.0240
H -0.295 1.553 0.204 0.3 -0.4 0.4
O -1.705 -1.153 0.714 -0.3 0.8 -0.8
H 3.002 0.073 -0.568 -0.8 -0.8 0.0
H -3.734 -1.020 0.989 0.2 0.6 -0.3
O -0.976 -0.366 3.082 -0.7 1.7 -3.9
H -3.118 0.140 -0.450 0.5 -1.8 2.2
H 0.989 0.539 -2.916 -0.3 0.8 -0.1
H 0.039 -0.484 -1.216 -1.2 -1.7 -0.1
H 2.147 -1.539 -0.218 -0.2 0.8 0.6
C 0.807 1.141 -2.012 -0.5 2.2 -0.7
C 0.446 0.753 0.435 -0.9 0.9 1.3
H 2.493 -1.147 -1.777 -0.5 0.9 -0.2
O 0.480 -1.785 1.561 1.2 -0.4 0.0
H 1.542 1.940 -1.917 0.9 -0.4 0.0
C 0.819 0.132 -0.902 1.5 0.1 0.4
H -0.371 -0.788 3.658 1.2 -0.8 0.8
H -2.674 0.495 1.263 -1.3 -0.4 -0.1
C -2.918 -0.383 0.618 0.8 2.3 -0.8
P -0.398 -0.628 1.467 0.1 -0.9 1.9
C 2.174 -0.638 -0.846 0.4 -0.2 -0.3
H 1.338 1.281 0.915 -1.3 -1.0 -0.2
H -0.088 1.882 -2.082 0.6 -2.1 0.0


No. 4
95
Properties=species:S:1:pos:R:3:forces:R:3 method="wB97M-V/def2-TZVPD" homo_lumo_gap_ev="6.980 / 5.693" s2=0.80 charge=-1 relative_energy_kcal_mol=20.40 spin_multiplicity=2 lumo_energy_ha="0.0728 / 0.0255"
H 1.606 -0.901 -1.622 0.0 0.1 0.2
F -1.365 -3.783 -6.534 0.0 0.0 0.1
C 0.925 6.648 -0.916 -0.1 0.1 0.0
C -1.371 -3.399 -5.242 0.0 0.0 0.0
H -0.277 -7.334 0.561 0.0 0.0 0.0
C -1.722 4.320 2.648 0.0 0.0 0.0
H -6.373 0.512 0.257 0.0 0.0 0.0
B 0.836 4.195 -0.004 -0.1 0.0 -0.1
C 3.993 2.381 0.672 0.0 0.0 0.0
C 2.813 -0.608 3.630 -0.1 0.1 0.0
C 2.119 -1.690 4.208 0.1 0.0 0.0
H 2.674 -2.520 4.626 0.0 0.0 0.0
C 0.540 3.895 -2.561 0.1 0.0 0.0
H 4.821 -1.892 0.102 0.1 0.0 -0.1
H 3.555 -1.008 0.965 0.0 0.0 0.0
H 1.384 8.804 -0.946 0.0 0.0 0.0
F -1.440 -4.866 -1.943 0.0 0.1 -0.1
C 0.757 -1.710 4.237 -0.1 0.0 0.1
C -0.880 -3.649 1.584 0.0 0.0 0.0
H -1.037 -2.616 1.857 0.0 0.1 0.0
C 3.890 -1.999 0.660 -0.1 0.0 0.0
H 2.629 8.135 1.414 0.0 0.0 0.0
F -1.334 -1.169 -5.940 0.0 -0.1 0.1
F -1.366 -2.253 -1.316 0.0 -0.3 -0.1
N 1.953 6.213 1.001 0.0 0.0 0.0
N 0.725 0.350 3.116 -0.1 0.2 0.1
N 2.075 3.282 0.068 0.0 0.1 0.0
C -0.938 4.916 1.690 0.0 0.0 0.0
C -1.408 -3.951 -2.931 0.0 -0.1 0.0
C -1.379 -2.606 -2.625 0.0 -0.1 -0.1
H -2.660 3.444 -2.826 0.0 0.0 0.0
C 3.397 1.673 -0.385 0.1 0.0 -0.1
H 0.240 1.148 2.684 0.1 -0.2 -0.1
H 4.930 2.185 1.164 0.0 0.0 0.0
C 0.320 -3.976 0.881 0.1 -0.1 0.0
H -4.496 1.387 -0.995 -0.1 0.0 0.0
H 1.360 -2.421 -2.457 0.0 0.0 0.0
H -0.932 5.921 1.306 0.0 0.1 0.0
H -5.991 -1.805 0.083 0.0 0.0 0.0
H 3.589 -5.149 -0.201 0.1 0.0 0.0
H -5.123 -1.075 -1.267 0.0 0.0 0.0
C -5.337 0.196 0.447 0.0 -0.1 0.0
N -0.262 2.812 1.831 -0.1 0.0 0.0
O -1.355 -0.333 -3.283 -0.1 -0.8 -1.5
H 1.394 -5.627 -0.022 0.0 0.0 0.0
N -4.340 1.147 -0.023 0.1 0.2 -0.1
H 1.595 3.997 -2.749 0.0 0.0 0.0
N 0.060 3.904 -1.300 0.0 -0.1 0.1
C 2.074 -1.855 -1.855 0.0 0.0 -0.2
H -2.707 -4.332 2.433 0.0 0.0 0.0
F -1.428 -5.682 -4.564 0.0 0.0 0.0
C 2.087 7.500 0.732 0.0 0.0 0.0
H -0.483 3.625 -4.492 0.0 0.0 0.0
H -2.330 -6.696 1.781 0.0 0.0 0.0
C -1.808 -4.611 1.897 0.0 0.0 0.0
N -1.279 3.723 -1.294 -0.1 0.3 -0.1
C 3.103 3.400 0.930 0.1 0.0 0.1
H -2.502 4.768 3.237 0.0 0.0 0.0
C 0.503 -5.352 0.519 0.0 0.0 0.0
H 2.940 -1.648 -2.489 0.0 0.0 0.0
S -1.688 -0.560 3.729 -0.1 -0.1 0.0
H 3.764 0.808 -0.914 0.0 -0.1 0.0
H -4.353 2.007 0.512 0.0 0.0 0.0
C -1.594 -5.941 1.535 0.0 0.0 0.0
C 2.071 0.394 3.083 0.1 -0.1 0.0
C -0.432 -6.302 0.848 0.0 0.0 0.0
C -1.362 -1.569 -3.591 0.0 0.0 -0.2
C 3.364 -4.456 -1.014 0.0 0.0 0.0
N -0.074 4.002 1.218 0.1 -0.1 0.0
H -5.224 0.108 1.531 0.0 0.0 0.0
H 3.125 4.212 1.636 0.0 0.0 0.0
H -3.787 -1.845 1.228 0.0 0.0 0.0
H 4.305 -4.219 -1.516 0.0 0.0 0.0
C -0.009 -0.636 3.702 0.0 -0.1 -0.2
H 2.727 -4.971 -1.734 0.0 0.0 0.0
C -1.400 -4.368 -4.251 0.0 0.0 0.0
N 2.252 2.223 -0.754 -0.2 -0.1 0.2
C -1.353 -2.057 -4.924 0.0 0.0 -0.1
H 4.102 -2.572 1.565 0.0 0.0 0.0
C -0.514 3.710 -3.420 0.0 0.0 0.0
C -1.626 3.610 -2.567 -0.1 0.0 -0.1
Si 2.590 -2.861 -0.375 0.0 -0.1 0.0
C -1.253 3.001 2.694 0.0 0.1 0.0
C 1.453 7.840 -0.474 0.0 0.0 0.0
H -1.591 2.183 3.311 0.0 -0.1 0.0
C -5.124 -1.176 -0.177 -0.1 0.0 0.0
H 0.336 6.422 -1.787 0.0 0.0 -0.1
Cs -1.169 0.592 -0.990 0.3 0.9 2.0
H 3.890 -0.572 3.593 0.0 0.0 0.0
N 1.180 -3.013 0.618 0.0 0.1 0.0
H 2.488 1.258 2.586 0.1 0.0 -0.1
N 1.241 5.692 -0.018 0.1 0.0 0.0
N -3.843 -1.736 0.222 0.0 0.1 0.1
H -3.666 -2.636 -0.204 0.0 0.0 0.0
H 0.208 -2.536 4.665 0.0 0.0 0.0


No. 5
77
Properties=species:S:1:pos:R:3:forces:R:3 method="wB97M-V/def2-TZVPD" homo_lumo_gap_ev="6.540 / 6.887" s2=2.02 charge=-1 relative_energy_kcal_mol=21.58 spin_multiplicity=3 lumo_energy_ha="0.0717 / 0.0633"
H -0.810 -0.544 3.589 0.0 0.0 0.0
H -4.573 3.241 2.251 0.0 0.0 0.0
C -0.254 -5.529 -3.124 0.0 0.0 0.0
H -1.948 -1.752 2.042 0.0 0.0 0.0
N 4.871 4.050 -3.112 0.0 0.0 0.0
C 3.792 3.794 -0.688 0.1 0.1 0.0
H -2.206 1.531 -1.598 0.0 0.0 0.0
W 0.101 -1.233 -0.320 1.0 -0.7 0.1
C -2.036 1.052 2.812 0.0 0.0 -0.1
H 4.190 1.061 -0.184 0.0 0.0 0.0
Br -2.133 -5.647 -0.919 0.0 0.0 0.0
H -3.584 3.197 -0.008 0.0 0.0 0.0
C -2.066 -1.198 -2.364 0.1 0.0 0.0
O -2.641 -1.200 -3.430 -0.1 0.1 -0.1
H 5.289 4.118 -4.028 0.0 0.0 0.0
C 2.469 -2.542 1.421 -0.1 0.0 -0.1
C 4.512 2.765 -2.737 0.0 0.0 0.0
C -3.143 2.607 0.786 0.0 0.0 0.0
H -5.799 -2.287 0.232 0.0 0.0 0.0
H -4.707 -1.771 -1.985 0.0 0.0 0.0
C 1.427 -3.800 -3.315 0.2 0.0 0.1
C -2.622 -0.578 4.713 0.0 0.0 0.0
O 1.685 2.191 0.295 -0.1 0.1 -0.1
N -2.056 -1.440 0.016 -0.3 0.0 -0.1
C -2.812 -1.470 -1.088 0.0 0.0 0.3
C -1.457 1.920 -0.900 0.0 0.1 0.0
C 0.797 -4.948 -3.817 0.0 0.0 0.0
O 1.498 -2.146 -1.567 -0.3 0.1 0.0
C -0.678 -4.966 -1.912 0.0 0.0 0.1
H -0.583 1.289 -0.996 0.0 0.0 0.0
H -1.903 4.034 -1.249 0.0 0.0 0.0
F 4.041 6.074 -0.279 0.0 0.0 0.0
C 3.524 1.359 -0.999 -0.1 0.0 -0.1
H 3.633 0.657 -1.818 0.0 0.0 0.0
Br -1.128 -7.063 -3.792 0.0 0.0 0.0
C -3.953 -2.044 1.308 -0.1 0.0 0.0
H -2.205 -1.029 5.614 0.0 0.0 0.0
C 4.182 5.010 -1.086 0.0 -0.1 0.0
C 4.772 5.236 -2.392 0.0 0.0 0.0
H 0.766 1.232 2.761 -0.1 0.0 0.1
H -4.366 -2.280 2.279 0.0 0.0 0.0
N -0.313 0.235 1.282 0.1 0.1 0.3
C 1.701 -0.613 2.108 -0.1 -0.1 0.0
H -3.449 0.063 5.016 0.0 0.0 0.0
Br 2.839 -2.934 -4.213 0.0 0.0 0.0
C 1.021 -3.244 -2.113 -0.2 -0.2 -0.1
O -0.811 -0.978 -2.146 -0.2 0.2 -0.3
C 0.706 0.373 2.102 -0.2 0.0 -0.2
C -0.041 -3.853 -1.401 0.1 0.0 -0.1
N 3.919 2.683 -1.490 0.0 0.0 0.0
C -3.702 2.631 2.049 0.0 0.0 0.0
H -0.266 3.705 -0.660 0.0 0.0 0.0
H 4.250 -2.580 2.729 0.0 0.0 0.0
C 2.878 -0.839 2.828 0.0 0.0 0.0
O 1.452 0.268 -0.841 -0.1 0.0 -0.1
C -1.446 1.072 1.529 -0.1 0.1 -0.1
C -4.164 -1.763 -1.051 0.1 0.0 -0.1
H 3.324 3.621 0.269 0.0 0.0 0.0
C 2.088 1.312 -0.460 0.0 -0.1 0.2
H 3.310 -0.187 3.572 0.0 0.0 0.0
H -3.038 -1.383 4.105 0.0 0.0 0.0
C 3.362 -2.072 2.390 0.1 0.0 0.1
C -2.615 -1.743 1.191 0.2 0.0 0.0
C -4.746 -2.048 0.167 0.0 0.0 0.1
C -2.011 1.849 0.502 0.0 -0.1 0.1
N 1.462 -1.675 1.258 0.1 0.2 0.0
O 4.719 1.816 -3.460 0.0 0.0 0.0
O -0.368 -3.245 -0.268 -0.2 0.1 0.0
Br 1.387 -5.686 -5.452 0.0 0.0 0.0
H 2.518 -3.444 0.833 0.0 0.0 0.0
H -0.982 0.812 4.660 0.0 0.0 0.0
C -3.143 1.860 3.050 0.0 0.0 0.0
C -1.063 3.340 -1.307 0.0 0.0 0.0
H -3.584 1.877 4.039 0.0 0.0 0.0
H -0.696 3.344 -2.335 0.0 0.0 0.0
O 5.152 6.293 -2.846 0.0 0.0 0.0
C -1.534 0.183 3.953 0.0 0.0 0.0


No. 6
12
Properties=species:S:1:pos:R:3:forces:R:3 method="wB97M-V/def2-TZVPD" homo_lumo_gap_ev=9.835 charge=0 relative_energy_kcal_mol=109.17 lumo_energy_ha=-0.0181
H 0.507 -1.327 1.273 0.0 0.1 -0.1
H 2.494 0.098 0.586 0.0 0.0 -0.1
H -0.022 -1.479 -0.401 0.1 0.1 0.1
C -0.520 0.390 0.499 0.2 0.1 0.0
C 0.416 -0.786 0.325 -0.1 -0.1 0.0
H -1.525 0.137 -1.448 0.0 0.1 0.2
H -0.170 1.183 1.163 -0.1 -0.1 -0.1
C 1.792 -0.343 -0.130 0.2 0.0 -0.6
C -1.491 0.735 -0.538 0.0 0.2 -0.3
H -1.849 1.759 -0.635 0.1 -0.2 0.0
O -1.889 0.060 0.650 -0.1 -0.1 0.1
C 2.257 -0.426 -1.345 -0.2 0.0 0.8